DFT (ωB97M-V/def2-TZVPD) results for 3 unconnected molecules or ions with the total composition C19H31NO6.

Values from the calculation:
E ... -1248.650251 a.u.
Spin multiplicity ... 1
Frontier orbital gap ... 8.45 eV
Energy above the lowest of the compared OMol25 structures with the same formula, charge and spin ... 88.9 kcal/mol
SMILES ... CCCc1cccc2c1C(=O)NC2=O.COCCOC.COCCOC
Maximum force ... 0.057 hartree/bohr

Each line ends with the Mulliken charge.
Positions of all 57 atoms, in Å:
C 2.065 -0.077 2.297  -0.774
C 1.808 1.480 2.213  -0.580
C 0.812 1.899 1.022  -0.268
C -0.524 2.317 1.702  0.491
C -0.761 3.696 2.170  -0.490
C -2.033 4.034 2.830  -0.371
C -3.078 3.023 3.069  -0.642
C -2.794 1.693 2.588  -0.034
C -1.548 1.307 1.903  0.215
C -1.614 -0.189 1.525  0.251
O -0.960 -0.864 0.775  -0.465
N -2.755 -0.732 2.259  -0.288
C -3.625 0.389 2.619  0.302
O -4.786 0.173 2.840  -0.557
H 1.288 -0.693 1.769  0.052
H 2.045 -0.357 3.386  0.290
H 3.047 -0.340 1.819  0.301
H 2.772 2.052 2.150  0.377
H 1.333 1.789 3.188  0.369
H 0.631 1.069 0.301  0.438
H 1.290 2.784 0.520  -0.006
H 0.041 4.459 2.015  0.393
H -2.162 5.088 3.163  0.348
H -4.034 3.239 3.588  0.427
H -3.290 -1.187 1.501  0.230
C 4.158 1.835 -1.766  -0.844
O 3.324 2.956 -1.511  -0.203
C 3.799 4.142 -2.139  -0.518
C 3.026 4.444 -3.413  -0.547
O 3.262 3.457 -4.410  -0.378
C 2.206 2.513 -4.504  -0.659
H 3.612 0.935 -1.481  0.230
H 4.428 1.759 -2.822  0.394
H 5.067 1.902 -1.159  0.298
H 4.872 4.075 -2.339  0.356
H 3.640 4.963 -1.431  0.361
H 3.378 5.398 -3.819  0.388
H 1.955 4.542 -3.208  0.307
H 1.353 2.960 -5.024  0.325
H 1.889 2.156 -3.522  0.245
H 2.563 1.662 -5.084  0.248
C -4.051 -5.544 -1.055  -0.739
O -3.432 -6.086 0.101  -0.370
C -2.227 -6.781 -0.200  -0.488
C -1.004 -5.933 0.111  -0.488
O -0.924 -4.801 -0.747  -0.406
C -1.378 -3.608 -0.119  -0.853
H -4.806 -4.827 -0.731  0.245
H -3.335 -5.028 -1.698  0.320
H -4.545 -6.342 -1.621  0.329
H -2.218 -7.112 -1.243  0.318
H -2.206 -7.672 0.436  0.364
H -0.106 -6.533 -0.070  0.404
H -0.997 -5.626 1.161  0.312
H -0.619 -3.244 0.576  0.364
H -2.321 -3.760 0.412  0.369
H -1.533 -2.855 -0.892  0.308

DFT (ωB97M-V/def2-TZVPD) results for a molecular structure, C19H32BBrCl3F8LiNaO14PV.

Values from the calculation:
Total charge ... -1
E ... -8029.729782 a.u.
Spin multiplicity ... 1
Frontier orbital gap ... 1.13 eV
Maximum force ... 0.138 hartree/bohr

Each line ends with the Mulliken charge.
Positions of all 82 atoms, in Å:
C 2.440 4.121 0.819  -0.643
C 2.065 4.812 -0.600  -0.350
O 1.261 3.801 -1.324  -0.298
C 2.219 2.917 -1.901  0.150
O 2.803 3.290 -2.948  -0.570
C 2.573 1.455 -1.345  0.653
C 1.864 0.380 -2.313  -0.763
C 1.087 -0.802 -1.556  -0.800
P 0.021 -0.259 -0.097  0.075
C 0.501 -1.406 1.368  -0.547
C 1.443 -0.638 2.424  -0.917
C 2.980 -0.531 2.009  1.011
F 3.778 -1.219 2.967  -0.287
F 3.301 -1.081 0.747  -0.150
F 3.437 0.839 2.031  -0.225
C -1.840 -0.557 -0.370  -0.503
C -2.240 0.426 -1.597  0.112
O -2.470 -0.073 -2.707  -0.400
O -2.290 1.841 -1.424  -0.269
C -3.375 2.239 -0.561  0.549
C -4.719 1.405 -0.353  -0.588
O -3.258 3.316 0.074  -0.448
H 2.496 4.941 1.682  0.809
H 1.668 3.328 1.139  0.117
H 3.438 3.558 0.666  -0.167
H 2.988 5.130 -1.200  0.326
H 1.395 5.728 -0.406  0.296
H 2.367 1.316 -0.232  -0.681
H 3.718 1.350 -1.472  0.442
H 2.714 -0.124 -2.914  0.295
H 1.236 0.941 -3.092  0.447
H 1.785 -1.655 -1.244  0.545
H 0.360 -1.270 -2.330  0.502
H 0.281 1.080 0.356  -0.011
H 1.080 -2.297 0.914  0.195
H -0.468 -1.804 1.839  0.444
H 1.414 -1.216 3.422  0.387
H 0.961 0.399 2.598  0.369
H -2.011 -1.648 -0.687  0.667
H -2.445 -0.302 0.582  0.629
H -5.555 2.149 -0.076  0.339
H -4.553 0.695 0.545  0.053
H -4.979 0.782 -1.289  0.315
C 4.646 -6.233 1.034  -1.423
C 3.697 -5.076 0.762  0.367
C 3.831 -3.990 1.817  -0.704
O 2.354 -5.558 0.748  -0.545
H 4.428 -6.698 2.001  0.343
H 4.530 -7.011 0.275  0.345
H 5.686 -5.898 1.035  0.365
H 3.902 -4.657 -0.226  0.291
H 3.585 -4.377 2.811  0.390
H 3.136 -3.173 1.615  -0.253
H 4.847 -3.587 1.841  0.406
H 2.162 -5.932 1.618  0.356
Br 1.344 4.995 2.722  -0.330
B -3.325 -2.570 -4.663  0.660
F -3.579 -3.299 -5.867  -0.383
F -2.546 -1.405 -4.964  -0.416
F -4.573 -2.173 -4.068  -0.429
F -2.599 -3.404 -3.741  -0.426
Na 4.659 3.476 2.014  0.863
Li 1.678 5.226 5.418  0.867
F -5.252 4.491 -0.135  -0.532
O 5.270 6.171 -0.009  -1.149
V 6.720 6.801 -0.774  1.258
O 8.166 7.416 -1.528  -0.973
C -4.757 -2.947 1.858  -0.091
Cl -3.423 -3.464 2.904  -0.147
Cl -5.694 -1.664 2.635  -0.111
Cl -4.142 -2.405 0.291  0.055
H -5.413 -3.800 1.693  0.381
C -1.870 5.149 4.028  0.693
O -2.363 5.578 2.968  -0.664
O -2.806 4.997 4.996  -0.524
O -0.680 4.849 4.320  -0.585
H -3.523 5.311 4.408  0.328
C -7.885 -4.239 -4.421  0.792
O -7.925 -3.707 -3.279  -0.559
O -6.675 -4.097 -4.996  -0.379
O -8.764 -4.847 -5.061  -0.571
H -6.323 -3.605 -4.221  0.326

DFT (ωB97M-V/def2-TZVPD) results for 13 unconnected molecules or ions with the total composition C19H32Cl24O6S.

Values from the calculation:
E ... -12637.333068 a.u.
Spin multiplicity ... 1
Frontier orbital gap ... 8.72 eV
Maximum force ... 0.012 hartree/bohr

Each line ends with the Mulliken charge.
Positions of all 82 atoms, in Å:
C -3.173 5.156 3.079  -0.445
O -3.322 4.095 2.141  -0.380
C -2.546 4.242 0.975  -1.038
C -1.787 2.970 0.734  1.197
C -0.674 2.499 1.286  0.136
S 0.290 3.233 2.580  1.243
C -0.396 2.429 3.997  -0.633
O 1.654 2.819 2.435  -0.525
O -0.015 4.635 2.588  -0.650
C -0.358 1.165 0.685  0.110
O 0.595 0.481 0.813  -0.370
O -1.424 0.819 -0.115  -0.273
C -2.246 1.931 -0.252  -0.336
O -3.119 1.969 -1.049  -0.477
H -3.146 6.129 2.585  0.145
H -2.256 5.041 3.663  0.156
H -4.042 5.124 3.731  0.345
H -3.176 4.426 0.103  0.461
H -1.830 5.063 1.054  0.593
H -0.800 1.485 3.635  0.035
H -1.192 3.045 4.408  0.273
H 0.414 2.235 4.696  0.440
C 3.498 -0.973 1.557  0.207
Cl 5.256 -0.799 1.622  -0.157
Cl 2.867 -1.962 2.883  -0.194
H 3.063 0.018 1.625  -0.150
H 3.229 -1.445 0.620  0.273
C 8.404 -2.647 1.852  -0.132
Cl 9.087 -1.343 2.830  -0.162
Cl 9.647 -3.547 0.970  -0.159
H 7.888 -3.337 2.509  0.275
H 7.721 -2.217 1.131  0.170
C -2.850 -0.281 -4.340  0.644
Cl -2.864 0.313 -6.004  -0.178
Cl -4.374 -1.072 -3.897  -0.152
H -2.061 -1.018 -4.247  -0.119
H -2.698 0.559 -3.671  -0.220
C 4.824 3.208 1.967  0.171
Cl 4.723 2.537 0.336  -0.172
Cl 6.050 4.477 2.096  -0.187
H 3.859 3.627 2.219  -0.018
H 5.090 2.404 2.644  0.210
C -2.063 9.357 4.046  -0.259
Cl -1.028 8.155 4.824  -0.136
Cl -3.482 8.617 3.288  -0.138
H -2.406 10.058 4.796  0.296
H -1.489 9.855 3.274  0.261
C 8.023 -6.885 0.042  0.133
Cl 6.643 -5.956 0.635  -0.159
Cl 8.149 -8.470 0.819  -0.172
H 7.904 -7.038 -1.024  0.305
H 8.926 -6.328 0.258  -0.101
C -2.606 5.087 -3.876  -0.426
Cl -2.286 5.029 -2.133  -0.080
Cl -2.580 3.461 -4.558  -0.081
H -3.590 5.513 -4.025  0.279
H -1.839 5.687 -4.351  0.325
C -1.316 -3.999 -5.030  -0.107
Cl -1.170 -5.098 -6.402  -0.155
Cl -0.314 -2.549 -5.226  -0.168
H -2.351 -3.687 -4.947  0.151
H -0.990 -4.516 -4.136  0.297
C -7.588 -3.460 -4.395  0.009
Cl -9.242 -2.948 -4.029  -0.134
Cl -7.040 -4.752 -3.324  -0.157
H -7.562 -3.823 -5.416  0.293
H -6.932 -2.607 -4.274  -0.011
C 11.560 -8.999 -0.256  -0.262
Cl 10.950 -9.653 -1.780  -0.140
Cl 11.658 -7.232 -0.281  -0.130
H 10.879 -9.286 0.535  0.207
H 12.555 -9.390 -0.087  0.325
C -1.024 -2.195 1.739  0.271
Cl -1.850 -3.753 1.712  -0.172
Cl -1.499 -1.216 3.143  -0.195
H 0.045 -2.365 1.801  0.042
H -1.283 -1.649 0.842  0.030
C -12.231 -2.061 -2.254  -0.025
Cl -12.876 -3.665 -1.891  -0.147
Cl -12.691 -0.860 -1.041  -0.161
H -11.150 -2.125 -2.278  0.052
H -12.623 -1.745 -3.214  0.286

DFT (ωB97M-V/def2-TZVPD) results for 3 unconnected molecules or ions with the total composition C19H32ClF3NO10S.

Values from the calculation:
Total charge ... +1
E ... -2707.849445 a.u.
Spin multiplicity ... 1
Frontier orbital gap ... 4.90 eV
Energy above the lowest of the compared OMol25 structures with the same formula, charge and spin ... 19.2 kcal/mol
Maximum force ... 0.095 hartree/bohr

Each line ends with the Mulliken charge.
Positions of all 67 atoms, in Å:
O 5.027 2.299 5.768  -0.426
C 4.329 1.869 4.896  0.338
O 4.634 0.780 4.155  -0.427
C 3.029 2.612 4.557  0.445
C 2.089 3.045 5.519  -0.839
C 0.945 3.670 5.096  -0.007
N 0.689 3.885 3.775  -0.002
S -0.834 4.648 3.400  1.012
O -1.323 5.319 4.558  -0.615
O -0.762 5.562 2.318  -0.498
C -2.013 3.221 3.038  0.808
F -2.365 3.272 1.775  -0.155
F -3.007 3.212 3.881  -0.169
F -1.314 2.070 3.216  -0.245
C 1.574 3.481 2.834  0.400
Cl 1.280 3.685 1.144  0.041
C 2.749 2.848 3.194  -0.572
H 3.828 0.392 3.779  0.375
H 2.276 2.876 6.581  0.495
H 0.211 3.975 5.849  0.482
H 3.469 2.516 2.445  0.555
C 2.106 1.714 -6.479  -0.793
O 1.643 1.090 -5.298  -0.270
C 2.618 1.068 -4.270  -0.620
C 1.964 1.168 -2.905  -0.238
O 1.495 2.475 -2.579  -0.434
C 0.332 2.931 -3.270  -0.366
C -0.944 2.212 -2.875  -0.436
O -1.008 0.934 -3.478  -0.330
C -1.735 0.000 -2.704  -0.699
H 2.899 1.121 -6.945  0.329
H 1.266 1.789 -7.169  0.234
H 2.468 2.726 -6.268  0.352
H 3.332 1.890 -4.390  0.367
H 3.156 0.114 -4.342  0.390
H 2.731 0.946 -2.157  0.402
H 1.178 0.423 -2.778  0.065
H 0.486 2.912 -4.349  0.106
H 0.224 3.980 -2.983  0.443
H -1.807 2.791 -3.228  0.435
H -0.990 2.131 -1.781  0.183
H -1.319 -0.071 -1.693  0.284
H -1.637 -0.975 -3.177  0.185
H -2.793 0.275 -2.661  0.426
C 0.836 -4.759 1.776  -0.774
O -0.549 -4.561 1.587  -0.267
C -0.944 -3.213 1.770  -0.557
C -2.105 -2.858 0.861  -0.434
O -1.740 -2.675 -0.501  -0.315
C -1.402 -3.847 -1.243  -0.394
C -2.579 -4.761 -1.525  -0.649
O -2.919 -5.511 -0.370  -0.273
C -4.293 -5.842 -0.319  -0.782
H 1.112 -4.593 2.823  0.322
H 1.067 -5.787 1.505  0.240
H 1.416 -4.095 1.124  0.335
H -0.108 -2.530 1.572  0.316
H -1.258 -3.098 2.817  0.408
H -2.491 -1.887 1.184  0.420
H -2.925 -3.569 0.958  0.123
H -0.581 -4.386 -0.769  0.139
H -1.031 -3.480 -2.202  0.442
H -2.300 -5.472 -2.314  0.439
H -3.429 -4.161 -1.868  0.344
H -4.912 -4.941 -0.391  0.344
H -4.486 -6.311 0.645  0.235
H -4.553 -6.542 -1.119  0.324